C26H22FN8O2Tm | ωB97M-V with the def2-TZVPD basis set

Cartesian coordinates (Å):
Tm 0.020 -0.485 1.072
F -5.574 -3.570 1.908
O 5.214 -3.933 2.755
O 1.981 0.801 -1.735
N -1.388 1.022 -0.281
N 3.392 -4.352 1.480
N -3.064 2.790 -1.598
N 3.490 -2.478 2.971
N 0.132 4.036 0.967
N 0.440 1.903 1.613
N 1.127 -2.132 -0.357
N 1.086 3.940 1.920
C -0.502 -1.676 4.150
C 1.811 0.525 -0.666
C 1.271 2.683 2.295
C -2.356 0.578 -1.083
C 4.105 -3.613 2.430
C 2.139 -2.254 3.289
C -3.182 1.475 -1.746
C 0.450 -3.002 -1.111
C -1.854 -1.421 4.745
C 2.138 -2.559 0.414
C -1.273 2.345 -0.120
C -4.406 -2.957 1.707
C 2.450 -3.901 0.559
C -0.074 -2.989 3.890
C 1.210 -3.283 3.486
C -1.955 -1.676 1.274
C -3.084 -0.989 1.739
C -2.124 -3.049 1.046
C 1.775 -4.800 -0.268
C 0.794 -4.345 -1.126
C 1.715 -0.940 3.466
C 0.411 -0.660 3.921
C -3.330 -3.703 1.259
C -4.312 -1.601 1.954
C -0.234 2.792 0.818
C -2.114 3.227 -0.775
H 2.725 -1.804 0.921
H -1.290 -3.656 0.706
H -2.012 4.295 -0.625
H -2.156 -0.380 4.636
H 3.854 -5.230 1.288
H -3.455 -4.764 1.081
H -1.834 -1.652 5.812
H 4.161 -1.951 3.515
H 0.151 0.360 4.189
H -3.961 1.113 -2.405
H 2.448 -0.142 3.392
H -2.611 -2.052 4.279
H -2.479 -0.492 -1.178
H 1.982 2.382 3.049
H 0.265 -5.030 -1.775
H 1.551 4.772 2.256
H -0.772 -3.803 4.051
H -5.180 -1.059 2.309
H -0.371 -2.620 -1.703
H 1.511 -4.316 3.362
H 2.020 -5.855 -0.230
H -3.034 0.080 1.949

Properties
HOMO energy (alpha / beta) in eV: -13.930 / -13.937
Total charge: +2
Multiplicity: 3
<S²>: 2.0022
Relative energy (zero: lowest compared OMol25 entry of this formula, charge and spin) in kcal/mol: 0.8
Energy in eV: -75569.874

***

C31H33FeN19O2 | ωB97M-V with the def2-TZVPD basis set

Cartesian coordinates (Å):
Fe -1.004 0.172 0.772
O 0.350 1.189 2.468
O 0.495 2.391 4.343
N 2.994 1.616 4.816
N -2.501 4.022 0.511
N -3.086 -0.106 0.669
N -1.492 2.070 0.539
N -5.034 -1.035 0.745
N -0.931 -0.003 -1.305
N -0.280 0.621 -6.372
N -3.783 2.131 1.203
N 3.227 -0.476 5.837
N -5.232 0.262 1.015
N 1.857 -1.263 0.513
N 1.519 -0.071 0.484
N -1.852 -0.107 3.218
N -0.452 -1.828 0.879
N 1.996 -0.213 3.901
N -1.231 4.158 0.099
N -0.633 3.018 0.107
N -3.784 -1.265 0.538
N -1.708 -1.083 -6.207
C -1.723 -0.867 -1.951
C -1.346 -2.806 1.074
C -0.144 0.787 -3.412
C -2.621 2.731 0.764
C -1.028 -4.154 0.999
C 0.808 -2.205 0.622
C 2.641 0.825 0.498
C 1.209 -3.529 0.530
C -1.761 -0.960 -3.327
C -0.660 -0.037 5.425
C 3.957 0.370 0.613
C 3.412 3.092 0.452
C -4.022 0.798 0.954
C -0.633 0.085 -10.018
C 0.272 -4.529 0.711
C -1.531 -0.991 -9.911
C -0.560 0.244 -7.667
C 2.740 0.312 4.861
C 1.139 -1.392 4.034
C -0.043 1.528 3.606
C -1.456 -0.826 -7.543
C 2.363 2.181 0.429
C -0.131 0.722 -8.902
C -0.998 -0.210 -5.550
C 4.990 1.286 0.643
C 0.070 -1.356 5.142
C -1.952 -1.457 -8.683
C -0.160 0.809 -2.030
C 4.719 2.650 0.560
C -1.200 0.731 4.216
C -0.957 -0.117 -4.085
H -2.415 -1.667 -3.817
H -1.809 -4.885 1.156
H 0.499 1.485 -3.929
H 0.323 1.372 -6.086
H 0.552 -5.571 0.638
H 0.436 1.524 -1.480
H -4.596 2.721 1.248
H -2.852 0.035 3.194
H 1.749 -2.292 4.142
H 3.572 2.025 5.531
H -1.911 1.469 4.589
H -2.357 -1.489 -1.333
H 1.684 0.440 3.179
H 0.502 -1.684 6.091
H 0.559 1.552 -8.988
H 2.250 -3.733 0.324
H -0.009 0.650 5.972
H 5.534 3.363 0.583
H -2.366 -2.487 1.247
H -1.899 -1.458 -10.815
H -1.696 -1.093 3.380
H 3.227 -1.474 5.723
H 1.334 2.519 0.379
H 3.192 4.150 0.398
H 3.785 -0.086 6.573
H 4.157 -0.690 0.676
H -0.653 -2.131 4.870
H -0.330 0.421 -11.001
H 6.012 0.940 0.731
H 2.188 2.186 4.434
H -1.489 -0.281 6.092
H 0.647 -1.464 3.063
H -2.645 -2.283 -8.594

Properties
HOMO energy in eV: -7.320
Total charge: 0
Relative energy (zero: lowest compared OMol25 entry of this formula, charge and spin) in kcal/mol: 9.8
Energy in eV: -99477.284

***

C4H13N2 | ωB97M-V with the def2-TZVPD basis set

Cartesian coordinates (Å):
N 0.251 1.236 -0.683
N -1.291 -0.569 -1.592
C -0.091 -0.976 0.550
C 1.790 0.657 1.139
C 0.374 0.476 0.624
C -1.402 -1.100 -0.210
H -2.256 -0.528 -1.894
H -0.105 -1.302 1.589
H 2.023 1.705 1.331
H -0.716 -1.093 -2.240
H -0.339 2.049 -0.536
H 1.822 0.219 2.131
H -0.273 0.994 1.329
H 0.696 -1.588 0.090
H -2.100 -0.411 0.273
H 1.142 1.560 -1.048
H -0.391 0.627 -1.344
H 2.595 0.178 0.585
H -1.728 -2.134 -0.095

Properties
HOMO energy in eV: -14.614
Total charge: +1
Relative energy (zero: lowest compared OMol25 entry of this formula, charge and spin) in kcal/mol: 13.0
Structure (SMILES): C[C@@H]([NH3+])CCN
Energy in eV: -7332.922

***

C57H55Cl4Ge2N8O4SSn | ωB97M-V with the def2-TZVPD basis set

Cartesian coordinates (Å):
Sn 0.248 1.306 0.348
Ge -1.184 -1.621 -2.422
Ge -1.989 0.212 -3.857
Cl -0.377 5.774 2.775
Cl -0.010 8.266 0.885
Cl 0.642 7.821 -2.155
Cl 0.916 4.875 -3.265
S -3.087 1.913 0.923
O 4.632 0.993 1.371
O 0.565 -4.581 0.459
O 0.511 2.815 -1.191
O -0.033 3.191 1.368
N -2.581 2.379 3.590
N 2.432 1.567 1.109
N -3.278 4.103 2.480
N 3.466 -0.691 -3.271
N 1.702 0.142 -2.236
N 2.045 -1.352 0.939
N -0.171 -2.818 1.771
N -0.969 0.725 3.230
C 2.485 -0.901 -2.369
C -2.484 0.461 5.061
C 3.435 3.736 0.501
C 0.148 6.660 0.245
C 0.587 -2.340 -4.681
C 0.655 -3.430 0.960
C 0.096 4.249 0.619
C -1.736 -5.199 4.126
C -2.612 1.647 -2.685
C 3.733 5.051 0.849
C -3.334 -5.107 -1.273
C 2.945 4.675 3.072
C -2.753 3.417 4.496
C -3.571 4.972 1.361
C -0.627 0.988 -5.050
C 4.205 -2.768 -0.087
C -3.372 -3.623 3.391
C 3.727 3.247 -0.887
C -3.460 -0.195 -5.124
C -2.940 2.793 2.330
C -2.363 -4.131 -1.439
C 2.125 -4.190 -4.747
C 2.196 1.084 -3.107
C 3.288 0.588 -3.756
C 3.455 0.701 1.112
C 0.173 -2.688 -3.396
C -0.349 -0.392 3.606
C 1.920 -2.644 0.613
C 2.845 2.898 1.451
C -4.891 -3.768 -2.508
C -4.602 -4.932 -1.814
C -3.033 -4.713 4.186
C 1.737 -4.541 -3.459
C -1.833 -0.703 5.442
C 2.969 -3.375 0.060
C -0.777 -4.625 3.297
C 3.220 -0.762 0.755
C 4.341 -1.444 0.279
C -0.741 -1.132 4.713
C -1.124 -3.526 2.484
C -2.629 -2.961 -2.160
C -0.021 5.552 1.091
C 0.432 6.466 -1.091
C 0.632 -5.146 3.323
C 4.512 -1.626 -3.619
C 2.629 3.361 2.754
C -2.841 -1.878 1.667
C -3.915 -2.791 -2.669
C 2.039 2.452 3.790
C -3.170 4.486 3.801
C -2.447 -3.030 2.546
C -1.998 1.131 3.949
C 3.480 5.531 2.122
C 0.774 -3.798 -2.791
C 0.551 5.159 -1.590
C 0.392 4.051 -0.771
C 1.547 -3.086 -5.356
H -5.882 -3.610 -2.919
H -3.062 -2.233 0.658
H 4.085 -2.533 -4.049
H 5.050 -3.324 -0.480
H -3.728 -1.371 2.051
H -4.377 -3.215 3.428
H 2.378 -1.840 -1.846
H -3.830 5.955 1.750
H -1.444 -6.038 4.752
H -3.759 -5.159 4.855
H -3.054 2.458 -3.270
H 4.228 2.279 -0.866
H 2.191 -5.393 -2.966
H 0.842 -5.756 2.442
H 2.745 5.034 4.076
H -1.764 2.052 -2.129
H -2.495 3.307 5.534
H 4.166 5.703 0.097
H -2.194 -1.277 6.286
H -2.696 5.051 0.715
H 3.951 1.015 -4.489
H 2.785 -4.410 -0.186
H -0.879 2.042 -5.186
H 2.879 -4.770 -5.269
H 5.169 -1.160 -4.351
H -2.031 -1.152 1.587
H 0.508 -4.087 -1.779
H 2.599 1.517 3.863
H -4.174 -1.883 -3.197
H -3.350 1.292 -1.965
H -3.360 5.496 4.118
H 4.364 3.960 -1.415
H 2.036 2.938 4.768
H 1.354 -4.324 3.301
H -4.395 4.559 0.781
H 1.847 -2.796 -6.357
H -1.400 -4.280 -0.964
H -4.435 -0.232 -4.639
H 0.806 -5.736 4.226
H 3.699 6.562 2.373
H 0.478 -0.708 2.982
H -0.211 -2.038 4.970
H -3.102 -5.996 -0.698
H 5.096 -1.886 -2.736
H 0.382 0.925 -4.642
H -3.302 -1.131 -5.662
H 5.275 -0.905 0.213
H -0.644 0.495 -6.025
H 1.012 2.202 3.524
H 0.166 -1.470 -5.169
H -3.465 0.626 -5.845
H -5.364 -5.691 -1.678
H 2.802 3.131 -1.449
H 1.744 2.059 -3.177
H -3.365 0.818 5.577

Properties
HOMO energy (alpha / beta) in eV: -2.582 / -2.634
Total charge: -2
Multiplicity: 2
<S²>: 0.7538
Relative energy (zero: lowest compared OMol25 entry of this formula, charge and spin) in kcal/mol: 0.0
Energy in eV: -259907.040

***

C5H5NO2 | ωB97M-V with the def2-TZVPD basis set

Cartesian coordinates (Å):
O -1.008 -0.105 -0.486
O 1.156 -2.073 0.478
N -0.412 1.590 1.156
C 1.707 -1.497 -0.666
C -1.934 0.855 -0.386
C -0.016 0.068 0.309
C 1.218 -0.671 0.457
C -1.551 1.799 0.563
H 1.098 -1.561 -1.562
H -2.149 2.662 0.806
H -2.804 0.782 -1.007
H 2.772 -1.628 -0.811
H 1.923 -0.220 1.150

Properties
HOMO energy (alpha / beta) in eV: -8.212 / -8.212
Total charge: 0
Relative energy (zero: lowest compared OMol25 entry of this formula, charge and spin) in kcal/mol: 111.6
Structure (SMILES): c1coc([C@@H]2CO2)n1
Energy in eV: -10846.475

***

CrH12O6 | ωB97M-V with the def2-TZVPD basis set

Cartesian coordinates (Å):
Cr 6.483 -16.247 13.599
O 7.986 -16.539 14.772
O 7.808 -16.443 12.043
O 6.906 -14.427 13.377
O 4.716 -16.153 12.641
O 6.276 -18.139 13.545
O 5.476 -15.926 15.246
H 7.310 -14.073 12.570
H 7.222 -13.792 13.990
H 4.396 -15.371 12.180
H 8.318 -17.439 14.940
H 7.393 -16.130 11.154
H 8.538 -15.877 15.302
H 4.266 -16.928 12.288
H 6.543 -18.840 12.875
H 8.737 -16.602 11.793
H 5.779 -15.585 16.089
H 5.631 -18.627 14.127
H 4.573 -16.205 15.381

Properties
HOMO energy (alpha / beta) in eV: -25.492 / -26.143
Total charge: +3
Multiplicity: 4
<S²>: 3.7600
Relative energy (zero: lowest compared OMol25 entry of this formula, charge and spin) in kcal/mol: 4.8
Energy in eV: -40871.466